[1]
{
  "formula": "C4H10S2",
  "method": "ωB97M-V with the def2-TZVPD basis set",
  "symbols": ["S", "S", "C", "C", "C", "C", "H", "H", "H", "H", "H", "H", "H", "H", "H", "H"],
  "coordinates": [[-0.59, -1.25, 0.02], [-0.27, 0.28, 1.20], [0.07, 2.90, 0.33], [0.44, -1.54, -1.56], [-0.99, 1.87, 0.40], [2.02, -1.57, -1.31], [0.21, -0.85, -2.34], [-0.10, -2.48, -1.79], [-1.88, 2.28, 0.97], [-1.61, 1.54, -0.41], [2.15, -0.55, -0.98], [2.41, -2.37, -0.71], [0.68, 2.60, -0.47], [2.48, -1.76, -2.25], [0.50, 3.27, 1.29], [-0.34, 3.88, -0.03]],
  "nbo_charge": [0.354, 0.395, -0.675, -0.449, -0.491, -0.606, 0.239, 0.250, 0.271, 0.250, 0.220, 0.245, 0.225, 0.252, 0.258, 0.262],
  "spin_multiplicity": 2,
  "relative_energy_kj_mol": 153.5,
  "homo_energy_ev": [-14.8, -14.6],
  "s2": 0.756,
  "total_charge": 1
}

***

[2]
{
  "formula": "C18H19NO4S2",
  "method": "ωB97M-V with the def2-TZVPD basis set",
  "symbols": ["S", "S", "O", "O", "O", "O", "N", "C", "C", "C", "C", "C", "C", "C", "C", "C", "C", "C", "C", "C", "C", "C", "C", "C", "C", "H", "H", "H", "H", "H", "H", "H", "H", "H", "H", "H", "H", "H", "H", "H", "H", "H", "H", "H"],
  "coordinates": [[-1.56, -1.67, -0.18], [-1.50, 0.83, 1.37], [-0.68, -2.65, 0.43], [-2.03, 2.11, 0.94], [-2.10, -1.86, -1.51], [-0.61, 0.71, 2.50], [1.29, -0.49, -1.36], [-4.62, -1.15, 3.13], [2.20, 4.11, 0.27], [2.13, 3.28, 1.39], [1.33, -1.94, -1.48], [1.62, 1.99, 1.26], [1.05, 2.44, -1.05], [-2.87, -0.29, 1.73], [2.50, 0.09, -1.93], [-4.63, -2.33, 2.38], [-0.79, -0.02, -0.11], [-3.77, -2.49, 1.29], [-2.90, -1.45, 0.98], [-3.73, -0.12, 2.80], [1.13, 1.55, 0.02], [1.68, 3.69, -0.96], [0.72, 0.09, -0.17], [2.38, -2.28, -2.55], [3.22, -1.01, -2.73], [2.48, 3.61, 2.37], [-1.26, 0.53, -0.96], [0.36, -2.34, -1.80], [2.98, -3.14, -2.24], [-3.68, 0.81, 3.38], [2.67, 5.09, 0.35], [1.07, -0.50, 0.70], [2.25, 0.93, -2.59], [1.58, 1.32, 2.11], [-5.29, -1.03, 3.98], [1.85, -2.54, -3.47], [3.18, 0.50, -1.16], [1.58, -2.44, -0.53], [-5.32, -3.14, 2.64], [0.55, 2.13, -1.97], [-3.75, -3.39, 0.69], [3.30, -0.72, -3.78], [4.22, -1.14, -2.31], [1.76, 4.31, -1.85]],
  "nbo_charge": [2.152, 2.166, -0.914, -0.901, -0.909, -0.915, -0.467, -0.188, -0.203, -0.231, -0.214, -0.128, -0.196, -0.328, -0.201, -0.184, -0.704, -0.204, -0.216, -0.166, -0.073, -0.215, -0.072, -0.408, -0.414, 0.217, 0.289, 0.203, 0.215, 0.241, 0.216, 0.209, 0.190, 0.228, 0.229, 0.207, 0.182, 0.181, 0.229, 0.220, 0.242, 0.212, 0.209, 0.217],
  "relative_energy_kj_mol": 6.5,
  "homo_energy_ev": -8.3,
  "smiles": "O=S1(=O)c2ccccc2S(=O)(=O)C1[C@H](c1ccccc1)N1CCCC1"
}

***

[3]
{
  "formula": "C5H8N2",
  "method": "ωB97M-V with the def2-TZVPD basis set",
  "symbols": ["N", "N", "C", "C", "C", "C", "C", "H", "H", "H", "H", "H", "H", "H", "H"],
  "coordinates": [[-1.28, -0.18, 0.66], [2.12, -0.40, 0.90], [-0.39, -0.27, -0.38], [0.34, 0.93, 0.23], [-0.86, -0.47, -1.79], [-0.75, 0.88, 1.30], [1.66, 0.83, 0.97], [-0.67, 0.95, 2.38], [-2.11, -0.74, 0.87], [1.62, -1.14, 0.40], [2.95, -0.66, 1.42], [-1.50, 0.34, -2.16], [0.31, 1.81, -0.42], [-1.43, -1.40, -1.89], [0.00, -0.55, -2.47]],
  "nbo_charge": [-0.426, -0.750, -0.015, -0.428, -0.659, -0.089, 0.116, 0.192, 0.405, 0.373, 0.386, 0.198, 0.259, 0.216, 0.223],
  "relative_energy_kj_mol": 497.5,
  "homo_energy_ev": [-7.0, -7.0]
}

***

[4]
{
  "formula": "C28H36Cl5N2O4P3SnTe",
  "method": "ωB97M-V with the def2-TZVPD basis set",
  "symbols": ["Te", "Sn", "Cl", "Cl", "Cl", "Cl", "Cl", "P", "P", "P", "O", "O", "O", "O", "N", "N", "C", "C", "C", "C", "C", "C", "C", "C", "C", "C", "C", "C", "C", "C", "C", "C", "C", "C", "C", "C", "C", "C", "C", "C", "C", "C", "C", "C", "H", "H", "H", "H", "H", "H", "H", "H", "H", "H", "H", "H", "H", "H", "H", "H", "H", "H", "H", "H", "H", "H", "H", "H", "H", "H", "H", "H", "H", "H", "H", "H", "H", "H", "H", "H"],
  "coordinates": [[2.10, 1.39, 1.92], [0.45, -0.17, 0.16], [3.50, -1.69, 2.16], [-0.91, -5.88, 0.95], [-1.13, -3.08, -0.26], [3.63, -4.47, 3.46], [1.42, -6.58, 2.89], [2.29, -1.29, -1.81], [1.47, 1.72, -1.98], [-0.03, 2.36, 2.40], [-1.04, 2.23, 1.32], [0.17, 3.89, 2.86], [-1.54, 0.55, -2.50], [-0.65, 1.66, 3.71], [-3.29, -0.46, -1.49], [-2.07, -0.73, 1.32], [0.26, -4.68, 1.35], [1.98, -1.32, -4.63], [1.76, -3.03, -2.07], [1.34, 0.58, -5.93], [2.18, -2.78, 1.89], [-1.03, 4.63, 3.14], [1.94, -0.56, -3.46], [1.30, 1.35, -4.78], [0.59, 3.27, -2.41], [1.59, 0.79, -3.54], [0.11, 1.61, 4.92], [-3.25, -0.19, 0.98], [1.10, -2.37, 1.11], [4.11, -1.56, -1.90], [3.20, 2.38, -1.90], [-0.16, 0.32, 5.65], [-3.42, 0.46, -0.37], [1.67, -0.76, -5.86], [-2.47, -1.38, -3.56], [-1.95, -1.28, 2.53], [-1.60, 5.30, 1.89], [1.32, -5.01, 2.20], [-2.96, -1.30, 3.47], [-2.37, -0.35, -2.47], [2.29, -4.05, 2.45], [-4.32, -0.20, 1.86], [0.18, -3.39, 0.83], [-4.18, -0.76, 3.13], [2.33, -3.50, -2.87], [-1.79, 4.54, 1.13], [-0.16, 2.48, 5.53], [-0.41, 3.02, -2.76], [4.63, -0.61, -1.86], [-2.66, 1.23, -0.48], [3.46, 2.92, -2.81], [-1.22, 0.24, 5.89], [0.11, -0.53, 5.02], [-2.78, -1.73, 4.45], [-2.98, -0.94, -4.42], [-0.74, 5.39, 3.87], [-1.47, -1.66, -3.89], [2.25, -2.37, -4.59], [1.94, -3.58, -1.15], [4.36, -2.08, -2.82], [-3.92, -1.24, -1.50], [-0.89, 6.02, 1.50], [0.51, 3.85, -1.49], [1.68, -1.37, -6.75], [-3.01, -2.27, -3.25], [0.70, -3.07, -2.30], [-5.28, 0.21, 1.56], [3.89, 1.54, -1.76], [1.12, 1.03, -6.89], [-1.77, 3.97, 3.58], [1.13, 3.86, -3.16], [-0.98, -1.73, 2.74], [-5.01, -0.78, 3.82], [3.28, 3.04, -1.04], [1.04, 2.40, -4.85], [-4.41, 0.92, -0.41], [4.40, -2.16, -1.04], [1.18, 1.68, 4.68], [0.42, 0.28, 6.57], [-2.54, 5.79, 2.13]],
  "nbo_charge": [-0.404, 0.951, 0.021, 0.032, 0.035, 0.044, 0.054, 0.860, 0.872, 2.060, -1.144, -0.830, -0.637, -0.840, -0.600, -0.449, -0.003, -0.204, -0.940, -0.214, -0.100, -0.068, -0.333, -0.138, -0.948, -0.330, -0.069, 0.206, -0.464, -0.926, -0.930, -0.623, -0.267, -0.209, -0.704, 0.057, -0.638, -0.124, -0.245, 0.688, -0.084, -0.202, -0.143, -0.179, 0.222, 0.239, 0.176, 0.258, 0.235, 0.276, 0.219, 0.208, 0.214, 0.222, 0.239, 0.186, 0.242, 0.210, 0.246, 0.225, 0.393, 0.207, 0.249, 0.215, 0.210, 0.249, 0.206, 0.224, 0.215, 0.182, 0.214, 0.203, 0.217, 0.243, 0.205, 0.196, 0.245, 0.192, 0.216, 0.209],
  "homo_energy_ev": -6.9
}

***

[5]
{
  "formula": "C16H43BIN2O8P2",
  "method": "ωB97M-V with the def2-TZVPD basis set",
  "symbols": ["I", "P", "P", "O", "O", "O", "O", "O", "O", "O", "O", "N", "N", "C", "C", "C", "C", "C", "C", "C", "C", "C", "C", "C", "C", "C", "C", "C", "C", "B", "H", "H", "H", "H", "H", "H", "H", "H", "H", "H", "H", "H", "H", "H", "H", "H", "H", "H", "H", "H", "H", "H", "H", "H", "H", "H", "H", "H", "H", "H", "H", "H", "H", "H", "H", "H", "H", "H", "H", "H", "H", "H", "H"],
  "coordinates": [[8.40, 0.53, 1.57], [5.22, -1.42, 3.12], [5.15, 0.75, 2.57], [-6.98, -3.16, -3.22], [-1.81, 0.61, 3.36], [4.55, -1.45, 4.55], [-3.17, -0.54, -3.07], [6.70, -1.84, 3.45], [0.62, -1.05, -0.19], [5.65, 2.23, 0.21], [4.51, -2.17, 2.09], [-1.44, 1.25, 0.47], [-5.69, -0.67, -4.69], [-2.40, -1.22, -4.05], [6.37, 1.76, 3.50], [-3.90, 0.58, -3.57], [-0.93, 1.60, 3.82], [-5.73, -3.14, -2.56], [8.67, 2.77, 3.60], [-1.01, 0.70, -0.81], [-5.38, 0.30, -3.65], [-2.60, 0.61, 1.06], [-0.60, -0.77, -0.86], [-7.57, -1.89, -3.44], [-7.06, -1.17, -4.68], [0.51, -1.23, 1.21], [4.43, 0.00, -0.29], [-2.83, 1.07, 2.48], [7.60, 2.18, 2.69], [5.12, 1.05, 0.59], [-5.63, -4.10, -2.04], [-1.82, 0.84, -1.54], [-7.16, -1.85, -5.53], [6.64, 1.22, 4.41], [-5.90, 1.24, -3.88], [8.53, 3.85, 3.69], [-3.50, 0.89, -4.54], [4.91, -0.99, -0.20], [0.61, -0.28, 1.75], [3.89, 1.09, 3.07], [-0.16, 1.29, -1.16], [-8.64, -2.09, -3.60], [-3.03, -1.81, -4.72], [-5.06, -1.46, -4.61], [-1.81, -0.51, -4.65], [-0.43, -1.70, 1.49], [-3.74, 1.40, -2.87], [-2.52, -0.49, 1.08], [5.85, 2.67, 3.80], [7.29, 2.93, 1.97], [-2.91, 2.16, 2.53], [-0.41, -1.01, -1.91], [-4.90, -3.05, -3.26], [-5.67, -2.33, -1.83], [-7.73, -0.32, -4.88], [-1.39, -1.45, -0.52], [-3.78, 0.65, 2.83], [-0.67, 1.21, 1.12], [-0.36, 1.16, 4.64], [-3.49, 0.86, 0.46], [-1.72, -1.89, -3.53], [4.46, -0.62, 5.02], [6.18, 2.19, -0.60], [-5.71, -0.02, -2.65], [7.16, -2.20, 2.67], [-1.47, 2.47, 4.20], [9.67, 2.55, 3.24], [3.38, -0.16, -0.01], [8.60, 2.33, 4.60], [-0.23, 1.94, 3.05], [4.46, 0.29, -1.34], [-7.50, -1.28, -2.54], [1.33, -1.88, 1.52]],
  "lowdin_charge": [1.045, 0.294, 1.020, -0.175, -0.190, -0.104, -0.216, -0.156, -0.189, 0.097, -0.246, -0.046, -0.050, -0.107, -0.409, -0.214, -0.127, -0.104, -0.143, -0.188, -0.217, -0.210, -0.213, -0.227, -0.197, -0.102, -0.018, -0.207, -0.786, -0.677, 0.089, 0.097, 0.121, 0.092, 0.127, 0.091, 0.124, 0.076, 0.066, 0.034, 0.120, 0.123, 0.080, 0.067, 0.093, 0.093, 0.116, 0.108, 0.108, 0.072, 0.123, 0.108, 0.071, 0.086, 0.119, 0.119, 0.125, 0.062, 0.085, 0.126, 0.078, 0.087, 0.135, 0.105, 0.079, 0.090, 0.057, 0.079, 0.083, 0.071, 0.086, 0.111, 0.082],
  "homo_energy_ev": -9.9,
  "total_charge": 1
}

***

[6]
{
  "formula": "C4H7NO",
  "method": "ωB97M-V with the def2-TZVPD basis set",
  "symbols": ["O", "N", "C", "C", "C", "C", "H", "H", "H", "H", "H", "H", "H"],
  "coordinates": [[-1.54, 0.13, -1.26], [0.94, 0.03, 0.95], [-0.44, 0.03, -0.44], [0.68, -0.98, -0.77], [-0.53, -0.34, 1.04], [0.53, 1.13, 0.01], [0.12, 1.97, 0.57], [1.32, 1.43, -0.69], [-1.22, 0.23, -2.17], [-1.04, 0.34, 1.73], [-0.73, -1.38, 1.30], [0.33, -1.98, -0.44], [1.56, -0.62, 0.19]],
  "nbo_charge": [-0.693, -0.392, 0.145, -0.329, -0.239, -0.271, 0.202, 0.209, 0.478, 0.190, 0.199, 0.141, 0.359],
  "relative_energy_kj_mol": 657.7,
  "homo_energy_ev": -8.6
}

***

[7]
{
  "formula": "C5H9NO",
  "method": "ωB97M-V with the def2-TZVPD basis set",
  "symbols": ["O", "N", "C", "C", "C", "C", "C", "H", "H", "H", "H", "H", "H", "H", "H", "H"],
  "coordinates": [[1.02, -1.25, -0.40], [0.10, 0.42, 1.58], [0.04, 0.97, 0.22], [2.17, -0.41, -0.38], [0.85, 0.12, -0.73], [-2.02, -0.41, -0.14], [-1.43, 0.87, 0.36], [0.04, -0.59, 1.58], [2.58, -0.21, 0.61], [-0.56, 0.86, 2.22], [2.90, -0.61, -1.17], [-2.83, -0.76, 0.50], [0.64, 0.30, -1.79], [-2.50, -0.10, -1.08], [-1.34, -1.25, -0.37], [0.44, 1.99, 0.21]],
  "nbo_charge": [-0.507, -0.740, -0.210, -0.111, 0.040, -0.763, 0.026, 0.392, 0.194, 0.413, 0.187, 0.227, 0.194, 0.252, 0.204, 0.202],
  "relative_energy_kj_mol": 527.7,
  "homo_energy_ev": -8.0
}

***

[8]
{
  "formula": "C4H9OPS",
  "method": "ωB97M-V with the def2-TZVPD basis set",
  "symbols": ["S", "P", "O", "C", "C", "C", "C", "H", "H", "H", "H", "H", "H", "H", "H", "H"],
  "coordinates": [[-2.94, -0.74, 0.22], [-1.27, 0.31, -0.03], [-1.69, 1.73, -0.67], [0.00, 0.48, 1.38], [1.36, 0.00, 0.66], [-0.05, -0.43, -1.26], [1.04, -1.02, -0.39], [0.42, 0.46, -1.79], [-0.26, -0.19, 2.21], [2.11, -0.24, 1.46], [0.52, -1.81, 0.25], [1.76, 0.77, -0.03], [2.01, -1.39, -0.87], [-0.49, -1.17, -1.92], [0.05, 1.52, 1.65], [-2.58, 1.72, -0.86]],
  "nbo_charge": [-0.629, 1.539, -0.979, -0.731, -0.394, -0.743, -0.416, 0.226, 0.255, 0.227, 0.200, 0.195, 0.231, 0.259, 0.249, 0.513],
  "relative_energy_kj_mol": 0.0,
  "homo_energy_ev": -8.6,
  "smiles": "OP1(=S)CCCC1"
}